1.
# C37H41N2O4S3W

A structure of composition C37H41N2O4S3W (the ωB97M-V functional and the def2-TZVPD basis, the Open Molecules 2025 dataset).

Values from the calculation:
HOMO level (spin up / spin down): -9.96 / -10.22 eV
2S+1: 3
⟨S²⟩: 2.237
Energy above the lowest of the compared OMol25 structures with the same formula, charge and spin: 2.582 eV
Energy: -3106.42755 hartree
Charge: +1

Geometry as XYZ:
```
88
Properties=species:S:1:pos:R:3:forces:R:3:lowdin_spin:R:1
W -0.881 0.427 0.974 -2.0 1.5 -0.5 1.523
C 2.276 -1.615 3.266 0.1 -0.1 0.1 0.003
C 1.551 -0.416 2.748 0.5 0.0 0.3 0.025
O 0.806 -0.588 1.772 0.3 -0.6 -0.2 0.024
C 1.752 0.890 3.322 0.0 0.1 0.1 0.006
C 2.781 1.111 4.262 0.0 -0.1 0.0 0.005
C 3.026 2.361 4.765 0.1 0.1 0.1 0.004
C 2.236 3.438 4.338 0.0 0.0 0.0 0.006
C 1.219 3.254 3.430 0.0 0.2 0.1 0.003
C 0.953 1.982 2.911 -0.1 -0.2 -0.1 0.007
O -0.061 1.857 2.072 0.5 0.7 0.2 0.042
H 1.799 -2.515 2.885 0.0 0.0 0.0 0.000
H 2.288 -1.629 4.355 0.1 0.0 0.0 0.001
H 3.310 -1.596 2.907 0.0 0.0 0.0 0.001
H 3.407 0.283 4.571 0.0 0.0 0.0 0.000
H 3.824 2.516 5.480 0.0 0.0 0.0 0.000
H 2.426 4.430 4.730 0.0 -0.1 0.0 0.000
H 0.601 4.077 3.095 0.0 0.0 0.0 0.000
C 5.087 -2.508 -1.287 0.0 0.0 0.1 0.000
C 4.151 -3.555 -0.688 0.0 0.1 0.0 0.000
S 2.529 -2.973 -0.140 0.0 0.0 0.0 0.001
C 1.723 -2.580 -1.709 0.0 0.1 0.1 0.000
C 1.895 -1.165 -2.250 -0.1 0.2 0.0 0.004
S 1.612 0.293 -1.189 0.3 -0.2 0.0 0.037
C 3.092 0.355 -0.129 -0.1 0.0 -0.1 0.002
C 4.445 0.225 -0.842 0.0 -0.1 0.1 0.001
S 5.519 -1.105 -0.213 -0.1 0.0 -0.1 0.000
H 4.688 -2.107 -2.219 0.1 -0.1 0.0 0.000
H 6.036 -2.990 -1.527 0.0 0.0 -0.1 0.000
H 4.592 -3.988 0.211 0.0 0.0 0.0 0.000
H 4.003 -4.365 -1.406 0.0 0.0 0.0 0.000
H 0.667 -2.805 -1.571 -0.1 0.0 0.0 0.000
H 2.104 -3.282 -2.456 -0.1 0.0 0.0 0.000
H 1.178 -1.008 -3.057 0.1 -0.1 -0.1 0.000
H 2.886 -1.037 -2.680 0.0 0.0 -0.1 0.001
H 2.992 -0.420 0.615 0.1 -0.1 0.1 0.000
H 3.010 1.328 0.361 0.0 0.0 0.0 0.000
H 5.023 1.138 -0.707 0.0 0.0 0.0 0.000
H 4.355 0.078 -1.916 0.0 0.1 0.0 0.000
O -2.220 -1.699 -6.386 0.0 0.0 0.0 0.000
C -2.580 -2.552 -5.409 0.0 0.0 0.0 0.000
O -3.130 -3.577 -5.684 0.0 -0.1 0.0 0.001
C -2.260 -2.174 -3.988 0.0 0.0 0.0 0.002
C -2.583 -3.102 -3.006 -0.1 -0.1 0.0 0.000
C -2.320 -2.854 -1.672 -0.1 -0.1 0.1 0.004
C -1.701 -1.667 -1.290 0.2 0.1 -0.2 0.013
C -1.403 -0.724 -2.268 -0.1 0.0 0.1 0.011
C -1.681 -0.971 -3.600 0.0 0.1 -0.1 0.000
N -1.394 -1.362 0.070 -0.2 -0.9 -0.1 0.073
C -1.397 -2.338 0.961 0.0 0.0 -0.4 0.167
C -1.553 -1.965 2.326 -0.1 0.1 0.3 0.069
C -1.644 -2.849 3.401 0.0 -0.1 -0.1 0.032
C -1.928 -2.357 4.653 0.0 0.0 0.2 0.059
C -2.124 -0.980 4.829 0.0 -0.1 0.0 0.038
C -1.987 -0.146 3.749 -0.1 0.1 0.0 0.052
N -1.692 -0.619 2.521 0.0 -0.4 0.2 0.052
H -1.779 -0.918 -6.041 0.0 0.1 0.0 0.000
H -3.065 -4.021 -3.314 0.0 0.0 0.0 0.000
H -2.634 -3.579 -0.931 0.0 0.0 -0.1 0.001
H -0.963 0.220 -1.980 0.0 0.1 0.0 0.006
H -1.448 -0.186 -4.312 0.0 0.0 0.0 0.000
H -1.358 -3.378 0.667 -0.1 -0.1 0.1 0.008
H -1.499 -3.907 3.224 0.0 0.0 0.0 0.000
H -2.012 -3.028 5.501 0.0 0.1 -0.1 0.002
H -2.362 -0.569 5.801 0.0 0.0 -0.1 0.001
H -2.092 0.925 3.830 0.0 0.1 0.0 0.002
C -4.224 1.613 -1.237 0.0 0.0 0.0 -0.018
C -3.115 2.351 -0.454 -0.1 0.1 -0.1 -0.020
C -3.744 3.564 0.262 0.0 0.0 0.1 -0.011
C -2.619 1.380 0.586 1.1 -0.5 0.0 -0.247
C -2.032 2.867 -1.394 0.0 -0.1 0.0 0.002
C -0.682 2.798 -1.078 -0.1 0.0 -0.2 0.007
C 0.299 3.335 -1.906 0.0 0.0 0.0 0.002
C -0.061 3.950 -3.091 0.0 0.0 0.0 0.000
C -1.407 4.024 -3.434 0.0 0.0 0.0 0.001
C -2.375 3.497 -2.592 0.0 0.0 -0.1 0.001
H -4.935 1.167 -0.538 0.0 0.0 0.0 -0.001
H -3.806 0.818 -1.856 0.0 0.0 0.0 0.000
H -4.778 2.300 -1.877 0.0 0.0 0.0 -0.003
H -4.587 3.243 0.882 0.1 0.0 0.0 0.000
H -4.108 4.291 -0.467 0.0 0.0 0.0 -0.001
H -3.010 4.061 0.902 -0.1 0.0 -0.1 -0.001
H -3.451 1.193 1.274 -0.1 -0.2 0.0 -0.004
H -0.371 2.374 -0.131 0.1 0.2 0.2 0.002
H 1.341 3.279 -1.618 0.0 0.0 0.0 0.000
H 0.699 4.372 -3.739 -0.1 0.0 0.0 0.000
H -1.706 4.506 -4.358 0.0 0.0 0.1 0.000
H -3.417 3.595 -2.873 0.1 0.0 0.0 0.000
```
Positions in Å, forces in eV/Å.

2.
# C19H32CoGeN7O6Se

A structure of composition C19H32CoGeN7O6Se (the ωB97M-V functional and the def2-TZVPD basis, the Open Molecules 2025 dataset).

Values from the calculation:
HOMO level (spin up / spin down): -5.01 / -5.94 eV
2S+1: 4
⟨S²⟩: 4.030
Energy above the lowest of the compared OMol25 structures with the same formula, charge and spin: 0.790 eV
Energy: -7438.90536 hartree
Charge: -1

Geometry as XYZ:
```
67
Properties=species:S:1:pos:R:3:forces:R:3:nbo_charge:R:1
Co -0.645 -0.214 -0.187 0.3 -2.5 -1.1 1.342
C 2.368 -4.732 -1.065 0.0 0.0 0.0 -0.412
N 1.064 -4.107 -0.972 0.1 0.0 -0.2 -0.425
C -0.090 -4.920 -1.324 -0.2 0.1 0.1 -0.442
C 0.922 -2.792 -0.654 0.0 0.0 0.2 0.655
N -0.162 -2.212 -0.305 0.0 -0.1 -0.1 -0.800
N 2.124 -2.079 -0.698 -0.1 0.0 -0.3 -0.630
C 2.326 -0.810 -0.205 0.1 0.3 0.3 0.648
N 3.529 -0.259 -0.626 0.1 -0.2 0.0 -0.829
N 1.527 -0.275 0.633 0.0 -0.1 0.2 -0.790
H 2.837 -4.589 -2.048 0.0 0.0 0.0 0.182
H 2.244 -5.802 -0.914 0.0 0.0 0.0 0.213
H 3.041 -4.355 -0.295 0.0 0.0 0.0 0.210
H 0.207 -5.641 -2.085 0.0 0.0 0.0 0.198
H -0.895 -4.312 -1.745 0.0 0.1 -0.1 0.292
H -0.471 -5.463 -0.452 0.0 0.0 0.0 0.184
H -0.988 -2.801 -0.345 0.0 0.0 0.1 0.411
H 2.768 -2.370 -1.412 0.0 -0.1 0.0 0.399
H 3.771 -0.443 -1.588 0.0 0.1 0.0 0.383
H 3.618 0.717 -0.395 -0.1 0.1 -0.1 0.392
H 1.848 0.634 0.946 0.0 0.1 -0.1 0.362
O -0.669 -1.395 -3.317 0.1 -0.7 -0.5 -1.122
Se -2.212 -1.605 -2.766 -0.3 -0.1 0.1 2.812
O -2.475 -3.193 -2.599 0.0 -0.6 0.4 -1.125
O -2.276 -0.898 -1.247 0.1 0.1 0.3 -1.162
O -3.268 -0.894 -3.734 -0.4 0.4 -0.3 -1.067
N 4.787 8.102 3.944 0.0 0.0 0.0 -0.339
C 4.126 7.286 3.471 0.3 0.3 0.2 0.290
C 3.309 6.277 2.890 -0.4 -0.4 -0.2 -0.221
C 3.420 4.948 3.314 0.1 0.2 0.0 -0.144
C 2.631 3.969 2.758 -0.2 -0.1 -0.1 -0.233
C 1.685 4.284 1.763 0.3 0.5 0.2 0.018
C 1.578 5.627 1.346 -0.1 -0.2 0.0 -0.220
C 2.374 6.602 1.898 0.2 0.1 0.1 -0.152
C 0.856 3.304 1.200 -0.3 -0.6 -0.2 -0.145
C 0.123 2.459 0.711 0.2 0.7 0.2 0.200
H 4.135 4.700 4.088 0.0 0.0 0.0 0.221
H 2.711 2.944 3.097 0.0 0.0 0.0 0.222
H 0.850 5.880 0.587 0.0 0.0 0.0 0.228
H 2.291 7.629 1.569 0.0 0.0 0.0 0.223
O -1.664 1.858 -0.549 0.0 0.6 0.2 -0.384
N -0.655 1.546 0.187 -0.3 1.6 0.3 -0.212
C -3.666 -1.500 3.447 0.0 0.1 -0.2 -1.084
Ge -3.292 -1.329 1.474 -0.2 0.1 0.7 1.610
C -3.595 -3.197 0.920 0.2 0.3 -0.2 -1.094
C -4.602 -0.046 0.764 0.3 -0.2 -0.1 -1.084
C -1.463 -0.586 1.583 -0.6 -0.2 0.0 -0.954
H -4.687 -1.847 3.622 0.0 0.0 0.0 0.211
H -3.528 -0.552 3.972 0.0 0.0 0.0 0.212
H -2.983 -2.230 3.888 0.0 0.0 0.0 0.210
H -4.607 -3.465 1.234 0.0 0.0 0.0 0.221
H -2.893 -3.862 1.428 0.0 0.0 0.0 0.212
H -3.517 -3.338 -0.156 0.1 0.0 -0.1 0.266
H -5.606 -0.473 0.786 0.0 0.0 0.0 0.217
H -4.331 0.187 -0.263 0.0 0.0 0.0 0.270
H -4.593 0.870 1.356 0.0 0.0 0.0 0.219
H -0.797 -1.269 2.111 0.1 0.0 -0.2 0.205
H -1.525 0.338 2.162 0.0 0.0 -0.1 0.196
C 0.621 1.216 -4.316 0.0 -0.1 0.1 -0.636
C 0.114 1.406 -2.895 0.1 0.0 0.0 -0.060
O 0.460 0.282 -2.089 0.5 0.5 1.0 -0.844
H 0.395 2.090 -4.931 0.0 0.0 0.0 0.197
H 0.137 0.341 -4.752 0.0 0.1 0.0 0.245
H 1.702 1.054 -4.313 0.0 0.0 0.0 0.181
H -0.969 1.554 -2.898 0.0 0.0 0.0 0.195
H 0.571 2.288 -2.434 0.0 0.0 0.0 0.157
H 0.053 -0.535 -2.573 -0.2 0.0 -0.4 0.499
```
Positions in Å, forces in eV/Å.

3.
# C31H84N4O13

A cluster of 9 separate species, C31H84N4O13 in total (the ωB97M-V functional and the def2-TZVPD basis, the Open Molecules 2025 dataset).

Values from the calculation:
HOMO level: -7.93 eV
Energy above the lowest of the compared OMol25 structures with the same formula, charge and spin: 4.809 eV
Energy: -2428.30694 hartree
Charge: 0

Geometry as XYZ:
```
132
Properties=species:S:1:pos:R:3:forces:R:3:lowdin_charge:R:1
C 26.588 -19.150 15.191 1.0 -0.1 0.8 -0.125
O 26.368 -19.191 13.811 -1.6 -0.1 -0.1 -0.175
C 27.005 -18.243 13.001 1.7 1.2 -0.2 -0.203
C 27.354 -16.801 13.496 -0.1 -0.5 0.2 -0.213
N 26.337 -15.798 13.385 0.2 0.5 0.6 -0.071
C 25.177 -15.987 14.223 0.4 -0.4 0.1 -0.208
C 24.132 -14.911 13.929 1.2 -0.5 0.4 -0.225
O 23.918 -14.882 12.538 -0.5 0.3 0.3 -0.199
C 23.352 -13.630 12.138 -0.2 -0.8 0.0 -0.093
H 27.631 -19.424 15.402 0.2 0.5 0.1 0.083
H 26.046 -19.906 15.760 -0.5 -0.2 -0.8 0.077
H 26.341 -18.194 15.661 0.1 0.1 -0.2 0.072
H 26.479 -18.050 12.066 -0.5 -0.7 0.1 0.123
H 28.000 -18.628 12.747 0.0 -0.3 -0.2 0.095
H 28.246 -16.504 12.942 -0.2 0.1 -0.3 0.114
H 27.728 -16.867 14.525 -0.2 0.1 0.1 0.108
H 26.177 -15.305 12.526 0.0 -0.5 -0.3 0.098
H 25.539 -15.894 15.258 -0.4 0.2 0.1 0.119
H 24.841 -17.032 14.147 -0.6 0.2 -0.2 0.108
H 24.598 -13.983 14.285 -0.1 0.3 -0.3 0.117
H 23.218 -15.044 14.516 -0.2 -0.2 -0.2 0.115
H 22.628 -13.280 12.878 0.0 0.1 0.0 0.075
H 22.812 -13.859 11.218 0.2 0.4 -0.2 0.076
H 24.148 -12.895 12.023 -0.1 0.1 -0.2 0.079
C 20.128 -15.881 10.346 -0.1 -0.8 -0.8 -0.121
O 19.317 -15.571 11.443 0.7 0.2 0.1 -0.202
C 20.007 -15.729 12.689 -1.1 0.2 -0.1 -0.199
C 19.210 -14.936 13.721 0.3 -0.8 0.5 -0.210
N 19.599 -13.528 13.753 -0.5 -0.1 -0.3 -0.047
C 19.259 -12.836 12.499 0.4 0.0 0.3 -0.196
C 19.251 -11.341 12.745 -0.3 0.3 -0.1 -0.210
O 18.001 -10.992 13.335 -0.3 -0.4 -0.9 -0.187
C 17.864 -9.651 13.690 -0.1 0.4 1.2 -0.131
H 21.028 -15.264 10.275 -0.1 0.2 0.0 0.078
H 19.515 -15.823 9.444 0.0 0.6 0.0 0.081
H 20.463 -16.928 10.293 0.1 0.0 0.6 0.093
H 21.025 -15.327 12.704 0.1 -0.1 -0.4 0.110
H 20.015 -16.807 12.863 0.2 0.0 0.5 0.125
H 19.406 -15.373 14.705 0.2 0.1 0.1 0.099
H 18.137 -15.108 13.569 0.0 0.2 -0.3 0.124
H 19.007 -13.086 14.452 0.2 0.0 0.1 0.104
H 18.304 -13.196 12.100 -0.2 0.4 0.1 0.126
H 19.974 -13.078 11.710 0.2 0.0 0.2 0.110
H 19.467 -10.829 11.800 -0.6 0.2 -0.1 0.115
H 20.029 -10.980 13.422 0.3 -0.5 0.1 0.100
H 18.509 -9.457 14.561 0.3 0.4 -0.3 0.088
H 16.861 -9.466 14.082 -0.1 -0.4 -0.3 0.086
H 18.018 -8.913 12.897 0.3 -0.3 -0.2 0.088
C 20.878 -14.779 6.711 -0.2 0.2 1.4 -0.101
O 22.068 -15.424 7.132 -0.2 -0.4 -1.1 -0.188
C 23.233 -14.660 6.943 0.1 0.2 0.7 -0.221
C 24.413 -15.458 7.531 -0.1 0.9 -1.3 -0.182
N 25.443 -14.494 7.899 0.4 -0.5 -0.1 -0.065
C 26.394 -14.896 8.934 -1.0 0.5 -0.1 -0.191
C 27.328 -13.729 9.173 0.6 1.1 0.2 -0.202
O 26.616 -12.489 9.146 -0.6 -0.6 -0.2 -0.232
C 27.432 -11.350 9.114 0.0 -0.1 0.9 -0.109
H 20.803 -13.896 7.354 -0.4 0.3 -0.3 0.079
H 20.054 -15.437 6.984 0.0 -0.1 -0.1 0.080
H 20.737 -14.478 5.672 0.7 -0.2 -0.2 0.082
H 23.134 -13.692 7.459 -0.1 0.0 0.3 0.108
H 23.404 -14.364 5.903 0.0 -0.4 -0.2 0.129
H 24.772 -16.040 6.678 0.2 -0.4 0.3 0.113
H 24.064 -16.145 8.306 0.0 0.2 0.3 0.119
H 25.038 -13.619 8.194 -0.1 0.0 0.0 0.064
H 26.948 -15.788 8.642 0.1 0.1 -0.1 0.122
H 25.834 -15.131 9.852 0.2 -0.1 0.2 0.110
H 28.100 -13.632 8.403 0.1 -0.4 -0.1 0.121
H 27.812 -13.778 10.156 0.2 -0.4 -0.1 0.121
H 26.748 -10.503 9.104 0.2 0.1 -0.3 0.078
H 28.138 -11.327 8.277 -0.2 -0.1 -0.2 0.091
H 28.005 -11.285 10.050 0.1 0.1 -0.1 0.090
C 23.658 -11.013 9.318 0.3 1.3 -1.0 -0.086
O 22.349 -10.708 8.864 -0.1 -0.3 0.2 -0.190
C 21.935 -9.433 9.277 -0.1 0.7 0.9 -0.251
C 20.744 -8.975 8.433 0.8 -0.5 1.6 -0.226
N 21.067 -8.911 7.037 -0.7 0.4 -1.1 -0.045
C 20.036 -9.471 6.173 -0.6 -1.4 0.7 -0.186
C 20.092 -11.014 6.243 -0.3 -0.8 -1.4 -0.205
O 21.171 -11.516 5.444 0.3 0.6 0.4 -0.228
C 21.005 -11.503 4.038 0.1 -0.9 0.5 -0.108
H 24.331 -10.366 8.734 0.2 -0.1 0.1 0.089
H 23.916 -12.029 9.043 -0.2 -0.2 0.5 0.062
H 23.823 -10.718 10.358 -0.2 -0.6 0.2 0.090
H 22.775 -8.727 9.349 0.1 0.0 -0.8 0.123
H 21.602 -9.456 10.330 -0.2 -0.2 0.0 0.110
H 20.359 -8.037 8.849 0.3 0.3 -0.3 0.116
H 19.983 -9.674 8.816 -0.3 -0.4 -1.1 0.116
H 21.908 -9.411 6.772 0.2 0.0 0.6 0.108
H 20.107 -9.198 5.119 0.4 0.3 0.1 0.104
H 19.030 -9.171 6.478 0.1 0.3 0.2 0.117
H 19.183 -11.511 5.870 -0.2 0.4 0.0 0.120
H 20.264 -11.474 7.214 0.1 0.6 0.3 0.104
H 20.307 -10.763 3.644 0.2 0.3 0.1 0.081
H 20.637 -12.493 3.740 -0.1 0.1 -0.2 0.079
H 22.015 -11.401 3.646 -0.2 0.3 -0.4 0.089
C 32.142 -20.751 16.629 -0.5 -1.0 0.5 -0.058
C 30.958 -20.286 17.506 1.4 -0.2 -0.2 -0.505
C 31.120 -18.840 17.921 -0.1 1.0 -0.1 -0.071
O 29.832 -20.564 16.710 -0.7 0.2 -0.2 -0.055
H 32.193 -20.298 15.640 0.1 0.6 0.3 0.080
H 31.954 -21.802 16.391 0.1 -0.1 0.2 0.073
H 33.072 -20.727 17.197 0.1 0.3 -0.3 0.077
H 30.971 -20.879 18.430 -0.2 -0.2 -0.2 0.135
H 32.056 -18.619 18.441 0.1 -0.5 0.0 0.077
H 30.350 -18.478 18.607 -0.2 -0.2 -0.2 0.073
H 31.146 -18.183 17.047 -0.2 -0.1 0.0 0.082
H 29.023 -20.689 17.218 0.2 0.1 0.2 0.090
C 22.985 -10.002 13.891 1.0 -0.4 1.5 -0.120
O 23.950 -11.084 13.882 -0.5 0.4 -0.6 -0.146
H 22.063 -10.386 14.329 -0.3 0.3 -0.4 0.064
H 23.428 -9.280 14.587 -0.5 0.5 -0.2 0.078
H 22.846 -9.518 12.930 0.1 -0.4 -0.2 0.068
H 24.019 -11.323 14.809 0.2 -0.2 0.0 0.070
C 25.784 -23.615 15.538 0.5 0.1 1.1 -0.153
O 26.575 -22.442 15.663 0.2 0.3 0.2 -0.139
H 25.443 -23.793 16.561 -0.5 0.1 -0.2 0.076
H 24.936 -23.460 14.874 0.1 -0.3 -0.2 0.079
H 26.386 -24.507 15.349 -0.1 0.1 -0.7 0.076
H 27.136 -22.266 14.903 -0.2 -0.3 -0.2 0.077
C 30.603 -19.740 11.089 0.1 -0.9 -0.4 -0.161
O 32.010 -19.874 11.179 0.5 0.8 0.3 -0.124
H 30.195 -20.737 10.907 -0.5 0.2 0.2 0.080
H 30.210 -19.327 12.017 0.0 -0.1 0.0 0.061
H 30.302 -19.105 10.251 0.1 0.1 0.0 0.074
H 32.321 -20.731 10.893 -0.3 -0.2 -0.1 0.066
C 21.693 -17.629 15.797 -0.8 -0.2 -0.2 -0.147
O 21.221 -18.973 15.868 -0.1 0.0 -0.1 -0.122
H 20.834 -17.002 15.541 0.0 0.0 0.2 0.057
H 22.057 -17.349 16.786 0.4 0.4 -0.3 0.084
H 22.387 -17.500 14.962 0.4 -0.1 0.4 0.068
H 21.683 -19.416 16.580 0.1 -0.1 0.0 0.067
```
Positions in Å, forces in eV/Å.